[1]
DFT (ωB97M-V with the def2-TZVPD basis set) results for a 2-piece molecular cluster, C4H12N3O overall at a distorted geometry.

Properties
electronic energy: -398.89273 Eh
F_max: 1.368 eV/Å
E_HOMO: -13.976 eV
net charge: +1
orbital gap: 0.3920 hartree
ΔE to the lowest compared entry with this formula, charge and spin: 15.43 kcal/mol

Structure (XYZ):
```
20
Properties=species:S:1:pos:R:3:forces:R:3
C 1.011 2.418 -0.002 -0.188 -0.013 0.230
C -0.247 2.114 -0.745 -0.015 0.212 -0.482
C -0.689 2.679 -1.861 0.531 -0.488 1.163
N -1.015 1.009 -0.119 0.074 0.238 -0.356
H 1.737 2.967 -0.592 -0.084 -0.037 -0.212
H 0.771 3.046 0.861 0.108 -0.170 0.122
H 1.470 1.489 0.343 0.133 0.104 0.111
H -1.640 2.405 -2.293 0.054 0.228 -0.322
H -0.012 3.423 -2.251 -0.433 0.157 -0.510
H -0.987 1.055 0.901 0.003 -0.030 0.023
H -0.614 0.076 -0.425 -0.364 -0.147 0.366
H -1.994 1.030 -0.406 -0.028 -0.023 0.004
N 1.551 -1.947 0.794 0.176 0.342 0.072
C 0.194 -2.070 0.750 0.156 -0.164 -0.108
N -0.420 -1.745 -0.481 0.315 0.382 -0.318
O -0.479 -2.433 1.671 -0.467 -0.165 0.659
H 1.988 -1.192 0.294 0.118 -0.145 -0.307
H 1.919 -2.079 1.723 0.075 -0.095 0.067
H -1.348 -2.143 -0.449 -0.183 -0.107 -0.198
H 0.089 -2.048 -1.302 0.018 -0.077 -0.005
```
Positions in Å, forces in eV/Å.

---

[2]
DFT (ωB97M-V with the def2-TZVPD basis set) results for C42H45MnNO3P2 as an isolated structure at a distorted geometry.

Properties
electronic energy: -3741.52297 Eh
F_max: 1.031 eV/Å
E_HOMO (spin up / spin down): -7.073 / -6.883 eV
expectation value of S²: 0.76
orbital gap (spin up / spin down): 0.2817 / 0.2747 hartree
spin multiplicity: 2
ΔE to the lowest compared entry with this formula, charge and spin: 0.00 kcal/mol

Structure (XYZ):
```
94
Properties=species:S:1:pos:R:3:forces:R:3
Mn 0.285 0.781 0.350 0.973 -0.328 0.095
C 3.406 0.403 -0.812 0.010 0.098 0.055
P 1.719 0.575 -1.523 -0.466 -0.219 0.198
C 1.853 1.865 -2.807 0.029 -0.117 -0.104
C 1.616 3.181 -2.418 -0.018 0.038 0.114
C 1.710 4.218 -3.332 0.001 0.027 -0.020
C 2.032 3.953 -4.655 0.011 -0.024 -0.021
C 2.253 2.644 -5.058 -0.012 0.005 0.033
C 2.161 1.606 -4.141 -0.031 0.010 -0.013
C 1.485 -1.003 -2.416 0.294 0.038 -0.118
C 0.258 -1.649 -2.348 -0.134 0.040 0.014
C 0.040 -2.835 -3.036 -0.014 0.000 0.039
C 1.058 -3.405 -3.781 0.023 -0.005 -0.012
C 2.300 -2.787 -3.836 -0.034 -0.002 0.006
C 2.509 -1.596 -3.160 -0.014 0.011 0.045
C 3.192 -0.256 0.521 0.066 0.043 -0.103
C 4.062 -0.963 1.324 -0.066 -0.088 0.030
C 3.277 -1.522 2.369 0.041 0.025 -0.129
C 1.978 -1.123 2.127 -0.172 0.014 0.151
C 0.693 -1.584 2.745 0.044 -0.114 0.025
P -0.590 -1.613 1.412 0.029 0.327 -0.235
C -2.096 -2.077 2.358 0.046 -0.070 0.009
C -2.023 -2.893 3.489 -0.001 0.060 0.014
C -3.171 -3.273 4.164 -0.028 -0.002 0.003
C -4.416 -2.857 3.710 0.009 0.003 0.003
C -4.503 -2.066 2.576 -0.013 0.013 -0.037
C -3.349 -1.677 1.907 0.011 0.004 -0.042
C -0.271 -3.215 0.580 0.034 -0.001 0.057
C -1.339 -3.932 0.041 -0.015 -0.042 0.053
C -1.125 -5.139 -0.603 0.011 -0.013 -0.043
C 0.164 -5.640 -0.736 -0.016 -0.001 -0.010
C 1.233 -4.922 -0.222 0.004 0.019 0.012
C 1.021 -3.717 0.435 0.036 0.047 -0.132
N 1.918 -0.317 1.026 -0.060 -0.132 0.133
H 3.869 1.389 -0.744 -0.036 -0.030 -0.062
H 4.047 -0.192 -1.462 0.029 -0.030 0.048
H 1.311 3.398 -1.401 0.015 -0.032 0.016
H 1.507 5.232 -3.014 0.000 0.010 0.003
H 2.095 4.760 -5.373 -0.001 0.010 0.000
H 2.486 2.424 -6.092 0.002 0.006 -0.007
H 2.306 0.592 -4.484 0.020 -0.049 0.029
H -0.536 -1.225 -1.743 0.090 -0.054 0.002
H -0.923 -3.322 -2.966 -0.014 -0.016 -0.002
H 0.889 -4.335 -4.308 0.001 -0.008 0.001
H 3.108 -3.232 -4.404 0.001 -0.009 -0.002
H 3.487 -1.135 -3.212 -0.005 0.036 -0.020
H 5.117 -1.104 1.149 0.023 -0.004 0.023
H 3.605 -2.185 3.154 0.019 0.004 0.017
H 0.312 -0.927 3.531 0.003 -0.014 -0.001
H 0.823 -2.577 3.181 0.033 0.011 -0.028
H -1.065 -3.248 3.845 0.011 0.006 0.005
H -3.096 -3.904 5.041 0.001 -0.001 0.002
H -5.314 -3.156 4.235 -0.004 -0.002 0.006
H -5.469 -1.745 2.208 -0.002 -0.002 0.005
H -3.414 -1.047 1.033 -0.012 0.027 -0.021
H -2.351 -3.558 0.148 0.006 -0.015 0.000
H -1.967 -5.692 -1.002 0.003 -0.002 -0.001
H 0.332 -6.584 -1.239 0.002 -0.005 -0.005
H 2.242 -5.298 -0.330 0.003 -0.004 -0.001
H 1.870 -3.162 0.816 0.003 -0.007 0.017
C 2.921 3.013 1.123 -0.059 0.046 -0.137
O 1.501 2.896 1.176 -0.077 -0.033 -0.009
C 1.013 3.122 2.497 0.045 0.071 -0.011
C 0.756 1.806 3.182 -0.129 -0.041 0.073
O -0.369 1.179 2.553 -0.053 0.208 -0.154
C -1.624 1.439 3.208 0.070 0.015 0.009
C -2.659 2.080 2.318 -0.019 0.028 -0.012
O -2.940 1.241 1.240 -0.122 -0.143 0.213
C -3.996 1.715 0.435 -0.023 0.041 -0.038
H 3.233 3.956 1.582 -0.005 -0.014 0.006
H 3.412 2.172 1.619 0.008 -0.027 -0.001
H 3.198 3.034 0.073 -0.013 0.022 0.054
H 0.079 3.684 2.416 0.019 -0.001 -0.029
H 1.730 3.733 3.054 -0.027 -0.042 0.037
H 0.555 1.935 4.248 0.042 0.044 -0.016
H 1.610 1.136 3.068 -0.005 0.009 -0.023
H -1.443 2.120 4.044 -0.056 -0.049 0.030
H -1.992 0.491 3.611 -0.023 -0.020 -0.103
H -2.318 3.065 1.969 0.004 -0.032 -0.033
H -3.561 2.240 2.931 0.031 0.020 0.022
H -4.929 1.765 1.010 -0.013 -0.004 -0.001
H -4.108 1.016 -0.392 -0.023 0.010 0.016
H -3.764 2.701 0.022 -0.037 -0.028 0.014
C -2.526 3.568 -2.475 -0.019 0.065 0.012
C -1.928 4.011 -1.302 0.019 0.010 -0.022
C -1.199 3.129 -0.514 0.042 -0.022 -0.215
C -1.008 1.767 -0.834 -0.403 0.406 0.207
C -1.640 1.369 -2.022 0.013 -0.063 -0.052
C -2.376 2.236 -2.824 0.018 -0.065 -0.004
H -3.091 4.246 -3.102 0.005 0.006 0.001
H -2.027 5.049 -1.001 0.001 0.006 -0.001
H -0.736 3.542 0.376 0.052 0.020 0.049
H -1.554 0.342 -2.368 -0.029 0.073 0.026
H -2.829 1.864 -3.737 -0.005 -0.004 -0.003
```
Positions in Å, forces in eV/Å.

---

[3]
DFT (ωB97M-V with the def2-TZVPD basis set) results for a 2-piece molecular cluster, C4H5F3O overall at a distorted geometry.

Properties
electronic energy: -530.13844 Eh
F_max: 3.496 eV/Å
E_HOMO: -8.660 eV
orbital gap: 0.3396 hartree
ΔE to the lowest compared entry with this formula, charge and spin: 51.71 kcal/mol
SMILES: OC(F)=C(F)F.C=C

Structure (XYZ):
```
13
Properties=species:S:1:pos:R:3:forces:R:3
O -1.204 -1.337 -0.896 0.051 0.309 -1.224
C -1.354 -0.299 -0.074 -0.249 1.351 -0.540
F -1.747 -0.611 1.156 -0.225 -0.375 0.700
C -1.237 1.022 -0.326 -0.547 -3.174 -1.360
F -0.935 1.590 -1.482 0.323 -0.293 0.021
F -1.704 1.861 0.523 -0.315 1.686 1.493
H -0.974 -2.212 -0.560 0.101 0.551 0.718
C 1.420 -0.096 0.943 -1.456 0.626 -0.273
C 1.675 0.090 -0.323 1.702 -1.562 -1.352
H 1.665 0.720 1.569 0.551 0.120 1.437
H 0.593 -0.763 1.144 0.447 -0.122 0.856
H 1.295 -0.666 -1.008 0.033 0.437 -0.355
H 2.505 0.699 -0.665 -0.414 0.445 -0.122
```
Positions in Å, forces in eV/Å.

---

[4]
DFT (ωB97M-V with the def2-TZVPD basis set) results for C12Cl5F5IrOS as an isolated structure.

Properties
electronic energy: -3834.94343 Eh
F_max: 0.172 eV/Å
E_HOMO (spin up / spin down): -11.956 / -12.584 eV
expectation value of S²: 6.05
net charge: +1
orbital gap (spin up / spin down): 0.3152 / 0.2154 hartree
spin multiplicity: 5

Structure (XYZ):
```
25
Properties=species:S:1:pos:R:3:forces:R:3
Ir 0.641 1.520 1.063 -0.030 0.059 0.043
Cl -5.617 2.960 -2.352 0.000 0.001 -0.001
C -4.057 2.469 -1.954 -0.011 -0.003 0.009
C -3.583 2.677 -0.621 0.008 0.000 -0.004
Cl -4.589 3.413 0.537 -0.001 0.001 0.011
C -2.321 2.277 -0.303 -0.007 0.005 0.018
Cl -1.698 2.512 1.295 0.023 -0.006 0.019
C -1.443 1.654 -1.258 -0.007 0.004 0.018
O -0.287 1.290 -0.962 0.058 -0.028 -0.069
C -1.958 1.462 -2.600 -0.007 -0.008 -0.002
Cl -0.925 0.735 -3.720 -0.001 -0.004 -0.005
C -3.236 1.863 -2.927 0.009 -0.004 -0.020
Cl -3.829 1.631 -4.507 -0.004 0.000 -0.008
F 2.809 -4.908 1.981 -0.004 0.020 -0.007
C 2.775 -3.608 1.763 -0.049 -0.020 0.014
C 1.553 -2.953 1.675 0.065 -0.008 -0.004
F 0.421 -3.627 1.808 -0.009 -0.010 0.005
C 1.540 -1.595 1.447 -0.140 -0.008 0.006
F 0.332 -0.989 1.367 -0.016 0.030 -0.003
C 2.699 -0.846 1.302 0.135 0.090 -0.058
S 2.736 0.879 0.976 -0.092 -0.117 0.046
C 3.910 -1.532 1.398 0.084 -0.034 -0.003
F 5.051 -0.868 1.265 -0.022 -0.012 -0.001
C 3.957 -2.896 1.624 0.054 0.036 -0.008
F 5.119 -3.521 1.706 -0.037 0.015 0.005
```
Positions in Å, forces in eV/Å.